[1]
Density functional theory data (ωB97M-V/def2-TZVPD) for the ion C5H15B2NO2PS with charge -1 in a non-equilibrium geometry.

```
! RIJCOSX wB97M-V def2-TZVPD def2/J DEFGRID3
* xyz -1 1
C 3.574 -0.900 0.437
C 1.992 -1.023 0.607
B 1.115 -0.175 -0.465
O 1.257 -0.238 -1.904
B -0.098 0.834 0.159
P 0.279 2.615 -0.464
S 1.609 3.409 0.787
N -1.440 0.248 -0.323
C -2.571 1.170 0.112
C -1.762 -1.010 0.363
C -2.697 -2.105 -0.352
O -1.387 -1.302 1.517
H 3.846 -1.477 -0.516
H 4.111 -1.396 1.312
H 3.955 0.158 0.315
H 1.654 -2.116 0.529
H 1.687 -0.692 1.656
H 2.178 -0.081 -2.180
H 0.005 0.871 1.355
H 0.892 2.672 -1.759
H -0.853 3.511 -0.411
H -3.422 0.503 0.495
H -2.982 1.787 -0.743
H -2.165 1.787 0.973
H -2.111 -2.574 -1.195
H -3.018 -2.896 0.392
H -3.650 -1.580 -0.697
*
```

LUMO energy (eV): 3.2
Energy above the lowest of the compared OMol25 structures with the same formula, charge and spin (kcal/mol): 40.5
Orbital gap (eV): 7.09
Largest force on an atom (eV/A): 2.942

Löwdin population analysis, charges in e, atoms 1 to 4: atom 1 (C): -0.147, atom 2 (C): -0.184, atom 3 (B): -0.431, atom 4 (O): 0.023

[2]
Density functional theory data (ωB97M-V/def2-TZVPD) for a structure of composition C5H15BO2Rb in a non-equilibrium geometry.

```
! RIJCOSX wB97M-V def2-TZVPD def2/J DEFGRID3
* xyz -1 1
Rb 0.183 0.905 -1.619
B 1.336 0.747 -4.902
H 1.053 -0.374 -5.073
H 0.397 1.431 -5.092
H 1.629 0.870 -3.781
H 2.227 1.110 -5.565
C 2.666 -2.492 1.115
C 1.577 -2.365 0.080
O 1.763 -1.454 -0.913
H 2.852 -1.510 1.578
H 3.627 -2.784 0.675
H 2.416 -3.216 1.897
H 0.615 -2.179 0.623
H 1.443 -3.413 -0.295
C -3.500 1.316 1.524
C -2.025 1.505 1.641
O -1.302 1.458 0.671
C -1.436 1.701 3.019
H -3.636 0.290 1.895
H -3.829 1.289 0.485
H -4.164 1.975 2.076
H -1.712 2.668 3.436
H -0.369 1.588 2.829
H -1.810 0.933 3.696
*
```

LUMO energy (eV): 1.7
Energy above the lowest of the compared OMol25 structures with the same formula, charge and spin (kcal/mol): 16.7
Orbital gap (eV): 4.80
Largest force on an atom (eV/A): 1.606

Löwdin population analysis, charges in e, atoms 1 to 4: atom 1 (Rb): 0.915, atom 2 (B): -0.495, atom 3 (H): -0.080, atom 4 (H): -0.098